[1]
Molecular formula: C3H9N5
Method: DFT, ωB97M-V with the def2-TZVPD basis set

Summary:
2S+1 = 1
SMILES = NNC1=NCCN1N

Atoms and positions in Å:
N -1.5024 -0.8378 -0.5603
N 0.6880 -1.5376 -0.2338
N -0.4638 1.7490 -0.4459
N 0.1357 0.6744 0.1987
N -2.4290 -0.5543 0.5119
C 1.6054 0.6244 0.2683
C -0.1769 -0.6026 -0.2145
C 1.9321 -0.8344 0.0320
H 1.9621 1.0843 1.1943
H 2.0690 1.2422 -0.5835
H -1.3398 1.8752 0.1123
H -1.5988 -1.7756 -0.7866
H 2.5696 -1.0550 -0.8350
H -0.7909 1.4246 -1.3319
H -3.0180 0.3541 0.3231
H 2.3466 -1.3848 0.8818
H -1.9889 -0.4460 1.4692

Force components x, y, z for each atom (eV/Å):
N -0.48 2.28 1.48
N -0.68 1.12 -0.30
N -1.53 0.77 1.37
N 1.70 -1.17 0.43
N -1.36 2.20 0.57
C 1.05 2.06 -1.30
C -1.41 -1.27 -0.21
C 0.87 -1.83 0.24
H 0.03 -0.36 -0.04
H -0.83 -0.63 1.12
H 0.93 0.47 -0.81
H -0.26 -2.02 -0.54
H 0.26 0.49 0.34
H -0.19 -0.09 -0.98
H 1.77 -2.37 0.29
H 0.44 0.55 0.11
H -0.31 -0.22 -1.77

How is the electron density shared among the atoms? According to Löwdin, the charges in e are: -0.030 0.098 0.064 -0.165 -0.025 -0.135 -0.480 -0.220 0.106 0.132 0.086 0.084 0.107 0.069 0.105 0.106 0.098

[2]
Molecular formula: C3H9N5
Method: DFT, ωB97M-V with the def2-TZVPD basis set

Summary:
2S+1 = 1
SMILES = C=CN/C(=N\N)NN

Atoms and positions in Å:
N 0.5401 0.8572 2.2886
N 0.5822 0.8196 -0.4841
N 0.0721 -1.5389 -0.0706
N 1.0299 -0.2651 1.5340
N -0.4305 -1.7186 -1.4011
C -1.7318 0.8452 -1.3318
C -0.5573 1.3663 -1.0830
C 0.5178 -0.4037 0.2867
H 1.2248 1.0770 2.9876
H -0.0900 -2.6447 -1.7795
H -0.0644 -0.9873 -2.0691
H 1.1202 1.5044 0.0215
H -2.4060 1.4425 -1.8781
H 1.1003 -1.1813 2.0291
H -0.3176 0.6152 2.8269
H -2.0950 -0.1611 -1.0161
H -0.4009 2.4093 -1.4218

Force components x, y, z for each atom (eV/Å):
N -0.78 -0.86 0.22
N -0.33 -1.52 0.67
N -0.32 -0.39 -1.11
N 0.96 -0.43 2.38
N 1.60 -0.19 -0.86
C -1.12 -1.96 0.73
C 1.05 1.39 -0.24
C -1.12 1.19 -1.97
H 0.50 0.15 0.11
H -0.44 1.36 0.98
H -0.41 -0.88 0.99
H 0.08 0.06 0.00
H -0.78 0.60 -0.45
H -0.30 1.16 -0.55
H 0.60 0.02 -0.74
H 0.61 1.01 -0.34
H 0.19 -0.72 0.20

How is the electron density shared among the atoms? According to Löwdin, the charges in e are: 0.017 0.055 0.006 -0.070 -0.039 -0.027 -0.254 -0.468 0.063 0.090 0.077 0.106 0.031 0.143 0.095 0.060 0.115

Energy relative to the best compared isomer or geometry (same formula, charge and spin) (computed, kJ/mol): 293.8 307.3
DFT total energy (computed, eV): -10705.00359 -10704.86364